1.
{
  "formula": "C7H9ClOS",
  "method": "wB97M-V/def2-TZVPD",
  "spin_multiplicity": 1,
  "lumo_energy_ev": [-0.151, -0.151],
  "total_charge": 0,
  "gap_ev": [8.07, 8.07],
  "species": ["C", "C", "C", "C", "C", "C", "C", "O", "S", "Cl", "H", "H", "H", "H", "H", "H", "H", "H", "H"],
  "positions_angstrom": [[0.921, 0.994, 2.038], [0.798, 2.166, 1.432], [-0.118, 1.160, -0.667], [0.010, -0.007, -0.037], [-1.462, -2.661, -1.959], [0.463, -0.279, 1.317], [0.024, 2.388, 0.165], [1.021, -2.611, -0.914], [-0.086, -1.834, -1.480], [-1.560, 3.115, 0.645], [1.460, 0.739, 2.891], [1.306, 2.897, 1.940], [-0.318, 1.321, -1.629], [-1.880, -3.331, -1.350], [-2.342, -2.060, -2.219], [1.206, -1.042, 1.136], [-0.156, -0.746, 1.994], [0.657, 3.273, -0.311], [0.439, -1.286, -2.630]],
  "mulliken_charge": [-0.4812, -0.6923, -0.8220, 0.1605, -0.8831, -0.4789, 0.0788, -0.6074, 0.6390, -0.2026, 0.4279, 0.4455, 0.5230, 0.3440, 0.2948, 0.3455, 0.3965, 0.3151, 0.1966]
}



2.
{
  "formula": "CH2LiORu",
  "method": "wB97M-V/def2-TZVPD",
  "spin_multiplicity": 7,
  "lumo_energy_ev": [-4.790, -6.089],
  "total_charge": 1,
  "gap_ev": [5.75, 7.72],
  "species": ["C", "O", "H", "Ru", "Li", "H"],
  "positions_angstrom": [[-0.435, -0.382, -0.308], [0.688, -0.299, -0.814], [-1.420, 0.083, -0.424], [-0.407, -1.804, 1.331], [1.644, 1.116, 0.081], [-0.070, 1.285, 0.134]],
  "lowdin_spin": [1.0064, 0.7446, 0.1315, 3.3679, 0.1315, 0.6180]
}



3.
{
  "formula": "C12H30IN2O4",
  "method": "wB97M-V/def2-TZVPD",
  "spin_multiplicity": 2,
  "lumo_energy_ev": [0.454, -3.794],
  "total_charge": 0,
  "gap_ev": [9.28, 5.03],
  "species": ["I", "C", "O", "C", "C", "N", "C", "C", "O", "C", "H", "H", "H", "H", "H", "H", "H", "H", "H", "H", "H", "H", "H", "H", "H", "C", "O", "C", "C", "N", "C", "C", "O", "C", "H", "H", "H", "H", "H", "H", "H", "H", "H", "H", "H", "H", "H", "H", "H"],
  "positions_angstrom": [[1.591, -0.059, -2.479], [0.638, -1.964, 3.088], [-0.333, -2.571, 2.244], [-0.689, -1.791, 1.124], [-1.151, -2.763, 0.047], [-0.163, -3.236, -0.973], [1.031, -3.846, -0.416], [0.723, -5.111, 0.379], [-0.275, -5.922, -0.343], [-0.912, -6.774, 0.632], [0.538, -0.908, 3.341], [1.623, -2.170, 2.670], [0.656, -2.513, 4.029], [0.239, -1.427, 0.683], [-1.355, -0.937, 1.251], [-2.139, -2.478, -0.316], [-1.568, -3.522, 0.709], [0.259, -2.409, -1.371], [1.560, -3.119, 0.201], [1.696, -4.099, -1.242], [0.351, -4.745, 1.336], [1.669, -5.647, 0.452], [-1.284, -7.661, 0.119], [-1.845, -6.335, 0.987], [-0.361, -7.185, 1.478], [1.870, 2.019, 2.303], [0.492, 2.077, 2.249], [-0.083, 1.873, 1.078], [-0.063, 2.986, -0.041], [-0.918, 2.638, -1.203], [-0.633, 3.485, -2.438], [-1.223, 4.962, -2.309], [-0.185, 5.882, -1.940], [-0.254, 7.022, -2.700], [2.215, 2.161, 3.327], [2.251, 2.627, 1.482], [2.290, 1.045, 2.054], [-1.159, 1.711, 1.152], [0.310, 0.916, 0.735], [0.944, 3.399, -0.094], [-0.625, 3.850, 0.315], [-0.625, 1.757, -1.600], [-1.140, 2.945, -3.237], [0.432, 3.467, -2.671], [-2.194, 5.046, -1.821], [-1.393, 5.095, -3.378], [0.600, 7.692, -2.602], [-1.098, 7.688, -2.519], [-0.310, 6.851, -3.775]],
  "lowdin_spin": [0.9626, 0.0000, 0.0003, 0.0005, 0.0000, -0.0004, -0.0002, 0.0000, 0.0000, 0.0000, 0.0000, 0.0000, 0.0000, 0.0016, 0.0000, 0.0000, 0.0000, -0.0001, -0.0001, 0.0000, 0.0000, 0.0000, 0.0000, 0.0000, 0.0000, 0.0004, 0.0027, 0.0052, 0.0027, 0.0087, 0.0003, 0.0001, 0.0000, 0.0000, 0.0001, 0.0000, 0.0001, 0.0003, 0.0075, 0.0006, 0.0002, 0.0065, -0.0001, 0.0002, 0.0000, 0.0000, 0.0000, 0.0000, 0.0000]
}



How do the records compare in ΔE to the lowest compared entry with this formula, charge and spin? In the order shown, they have 141.0 32.8 35.9 kcal per mole.